1.
Computed, not measured: C22H25NO in the gas phase, with ωB97M-V/def2-TZVPD.

Structure (XYZ):
```
49
C22H25NO, DFT ωB97M-V/def2-TZVPD
H -0.437 0.471 2.060
C -1.254 -1.718 0.851
H 0.118 3.274 -1.954
H -1.080 1.125 -2.110
H -2.939 0.881 1.586
C 0.174 -1.960 0.840
H -6.009 -1.167 -1.676
H 5.487 2.019 -0.925
H -5.354 1.273 1.765
C -3.102 -0.379 -0.142
H 3.869 -0.055 1.774
H -1.785 -2.639 0.595
H -0.389 -1.425 -1.521
H 3.219 -2.500 1.599
N 3.394 -1.102 -0.006
C -0.676 1.456 -1.164
H -6.902 0.254 0.135
C -3.610 0.422 0.874
C 1.357 -2.119 0.716
C -5.839 0.077 0.057
C 3.268 0.063 0.851
H 4.706 -0.022 -2.076
C -5.338 -0.719 -0.958
C 4.778 -1.318 -0.373
H 2.218 0.163 1.136
H 1.031 4.019 0.219
C -0.844 0.646 -0.047
C 3.721 1.312 0.105
H -3.579 -1.565 -1.846
C 2.795 -2.282 0.598
H -1.589 -1.394 1.837
H 6.339 -0.296 -1.445
H 3.608 2.183 0.753
H 4.837 -2.220 -0.991
C -3.977 -0.948 -1.056
O -1.329 -1.208 -1.503
H 0.732 2.602 2.216
H 5.416 -1.474 0.519
C 0.506 3.078 0.143
C 5.298 -0.121 -1.165
H 2.999 -3.141 -0.052
C 5.171 1.154 -0.339
C -0.331 1.074 1.171
H 3.080 1.449 -0.767
C -4.970 0.648 0.972
C 0.337 2.283 1.262
C -0.005 2.660 -1.074
H 5.817 1.087 0.540
C -1.610 -0.658 -0.227
```

Output
Strongest force on any atom, eV/Å: 0.489
Relative energy (zero: lowest compared OMol25 entry of this formula, charge and spin), kJ/mol: 207.4
Gap between HOMO and LUMO, eV: 9.58
Spin multiplicity: 1
E_HOMO, eV: -8.742

2.
Computed, not measured: 2 unconnected molecules or ions with the total composition C5H10O, with ωB97M-V/def2-TZVPD.

Structure (XYZ):
```
16
C5H10O, DFT ωB97M-V/def2-TZVPD
H 0.510 1.336 1.470
C 0.914 2.704 -0.649
H 0.097 -1.750 2.517
H 1.082 2.957 -1.734
C 0.791 1.295 -0.446
H -1.489 -0.003 0.487
H 1.027 0.609 -1.274
H 0.256 3.252 0.092
H 1.523 0.085 1.136
O -0.735 -2.190 -1.928
C -0.575 -0.376 0.974
H -1.177 -1.625 -2.709
H -0.786 -1.527 -1.190
H -1.550 -2.119 1.614
C -0.650 -1.473 1.807
C 0.584 0.568 0.816
```

Output
Strongest force on any atom, eV/Å: 5.384
Relative energy (zero: lowest compared OMol25 entry of this formula, charge and spin), kJ/mol: 300.7
Gap between HOMO and LUMO, eV: 10.31
Spin multiplicity: 1
E_HOMO, eV: -9.560

3.
Computed, not measured: 2 unconnected molecules or ions with the total composition C4H10NO2, with ωB97M-V/def2-TZVPD.

Structure (XYZ):
```
17
C4H10NO2, DFT ωB97M-V/def2-TZVPD
C 0.042 2.209 0.385
O 1.895 -0.795 0.081
H -1.245 -2.000 1.103
H -2.661 -0.956 1.314
H -1.920 -1.174 -0.295
C -1.713 -1.065 0.779
H 0.122 -0.279 0.727
O 0.552 -0.895 -1.722
H 0.956 1.732 0.025
H -2.027 1.670 0.603
C -1.095 1.207 0.242
C 1.628 -1.072 -1.115
H 2.435 -1.537 -1.728
H 0.211 2.554 1.403
N -0.809 0.039 1.074
H -1.234 0.962 -0.816
H -0.123 3.089 -0.255
```

Output
Strongest force on any atom, eV/Å: 1.096
Charge: -1
Relative energy (zero: lowest compared OMol25 entry of this formula, charge and spin), kJ/mol: 74.1
Gap between HOMO and LUMO, eV: 8.69
Spin multiplicity: 1
E_HOMO, eV: -4.369

4.
Computed, not measured: a molecular structure, C30H50BN11RuSe, with ωB97M-V/def2-TZVPD.

Structure (XYZ):
```
94
C30H50BN11RuSe, DFT ωB97M-V/def2-TZVPD
C 4.410 1.854 -2.815
H -3.620 -4.252 1.273
C -4.249 -0.037 0.084
C 5.624 1.147 -2.206
H -2.743 -1.291 5.720
N -2.981 -0.325 0.422
C -1.643 -3.705 0.644
H 6.351 -0.846 -1.821
H -0.660 -2.324 -3.390
H 5.196 1.692 -0.144
C -2.444 2.441 -1.934
C -0.088 2.982 1.958
H -0.566 -5.111 -0.647
C 0.817 -4.331 -2.639
H 6.313 2.791 -0.957
C -3.012 2.159 -3.331
C 1.912 -1.473 1.861
H -2.768 4.578 -2.059
C 0.221 2.959 4.410
H 2.965 -2.781 -2.313
C 6.019 1.745 -0.861
H 4.252 1.560 -3.852
H -2.629 3.975 -0.401
H 5.121 -0.792 -3.079
N -0.632 -1.881 -0.130
H 0.982 -1.958 -3.892
H -0.835 3.163 4.594
H 0.155 -0.960 -2.670
H -0.479 2.788 -1.074
C -0.935 2.587 -2.042
C -4.221 0.996 -0.824
H -4.099 2.090 -3.321
B -2.522 -1.410 1.443
C -0.408 0.888 3.212
N -2.115 0.516 -0.257
H -5.072 1.463 -1.290
C 0.430 2.144 3.127
C -2.790 -1.536 4.662
H 4.513 2.937 -2.778
C -5.423 -0.760 0.648
H 0.740 3.913 4.316
C -0.731 -4.105 -0.310
H 1.230 -5.102 -1.989
N 1.386 0.662 -1.317
H 2.478 2.797 3.073
H -0.695 3.433 -2.690
Ru -0.088 0.060 0.278
H -6.337 -0.354 0.221
C 5.423 -0.361 -2.121
Se 2.402 -2.682 3.009
C 0.309 -1.974 -3.030
C 1.932 1.855 2.995
H -0.906 0.695 5.357
H -1.138 3.244 2.105
H 2.372 -0.199 -3.017
H 0.492 3.900 1.858
N -0.845 0.193 2.143
H 4.672 -0.625 -1.372
N -1.743 -0.713 2.572
H -0.187 -4.627 -2.942
H -2.732 2.964 -4.013
H -0.004 2.465 0.999
H 2.267 1.200 3.801
H 6.857 1.195 -0.434
H -5.476 -0.652 1.732
C -0.127 -2.950 -0.793
C 0.829 -2.948 -1.967
N -1.574 -2.375 0.723
C 2.267 -2.733 -1.473
H 2.529 -3.540 -0.786
C -2.877 1.322 -1.011
H -3.457 -1.997 1.884
N 2.777 2.295 -1.053
H 1.441 -4.291 -3.533
H 2.412 -1.809 -0.921
H -5.383 -1.825 0.421
H -2.387 -4.380 2.529
C 2.307 0.552 -2.253
C -3.028 3.754 -1.393
H -0.484 1.696 -2.480
C -2.582 -4.520 1.465
H 0.634 2.448 5.281
H -2.509 -2.583 4.540
C -1.012 0.352 4.344
H -3.820 -1.421 4.326
H -4.114 3.711 -1.315
H -2.447 -5.574 1.232
N 1.722 1.751 -0.600
N 1.558 -0.648 1.091
H 6.422 1.343 -2.928
H 2.198 1.384 2.046
N 3.163 1.559 -2.104
C -1.864 -0.653 3.900
H -2.619 1.220 -3.727
```

Output
Strongest force on any atom, eV/Å: 0.496
Charge: +1
Relative energy (zero: lowest compared OMol25 entry of this formula, charge and spin), kJ/mol: 2.7
Gap between HOMO and LUMO (alpha / beta), eV: 7.31 / 5.74
Spin multiplicity: 2
E_HOMO (alpha / beta), eV: -10.616 / -10.499